(1)
The following is a quantum chemistry calculation of C2H5IP2 as an isolated structure at a distorted geometry, from OMol25.

Properties
- Kohn-Sham gap: 8.53 eV
- Relative energy (zero: lowest compared OMol25 entry of this formula, charge and spin): 10.3 kcal per mole
- Highest occupied orbital energy: -8.860 eV

```
10
Properties=species:S:1:pos:R:3:forces:R:3
P 2.55970 1.07889 -0.22887 -0.14 -1.86 -2.32
H 3.27603 -0.15920 0.11740 -0.90 0.70 -0.16
C -0.18325 -0.00646 -0.42131 -1.13 -1.60 -2.33
H -1.81988 -1.51545 -0.41306 0.46 0.75 0.06
H 3.06939 1.70988 0.78513 1.27 1.71 2.61
H -2.24610 -0.01142 0.52361 1.35 -0.51 -1.64
I 0.84409 -0.82859 -2.29335 -1.02 0.39 1.32
C -1.65563 -0.41128 -0.40755 -1.54 0.41 0.07
P 0.57836 0.91799 0.67216 0.65 0.39 0.97
H -2.21147 -0.04398 -1.35144 1.01 -0.36 1.43
```
Positions in Å, forces in eV/Å.

***

(2)
The following is a quantum chemistry calculation of a 2-piece molecular cluster, C2H5ISi overall, from OMol25.

Properties
- Kohn-Sham gap: 8.23 eV
- Relative energy (zero: lowest compared OMol25 entry of this formula, charge and spin): 53.5 kcal per mole
- Highest occupied orbital energy: -8.803 eV

```
9
Properties=species:S:1:pos:R:3:forces:R:3
C -1.13534 0.29316 -0.70052 0.15 0.46 0.40
H -1.83346 2.13167 0.34062 -0.01 0.04 0.21
I 4.25508 -2.96928 1.17056 0.65 0.38 -0.03
Si -0.13411 0.19668 0.93403 -0.48 0.41 -0.69
C -0.93587 1.65081 -0.02756 0.06 -0.64 -0.14
H 2.89593 -3.75337 1.23228 -0.66 -0.37 0.03
H -0.30609 2.35290 -0.56240 0.15 0.04 0.11
H -0.64746 0.16383 -1.65997 0.12 -0.16 0.02
H -2.15866 -0.06639 -0.72703 0.02 -0.17 0.08
```
Positions in Å, forces in eV/Å.

***

(3)
The following is a quantum chemistry calculation of a 2-piece molecular cluster, C2H5ISi overall at a distorted geometry, from OMol25.

Properties
- Kohn-Sham gap: 8.15 eV
- Relative energy (zero: lowest compared OMol25 entry of this formula, charge and spin): 65.9 kcal per mole
- Highest occupied orbital energy: -8.726 eV

```
9
Properties=species:S:1:pos:R:3:forces:R:3
H -2.00270 -0.19931 0.91372 -0.45 -1.12 0.83
C -1.06389 0.23672 0.67184 -0.88 -1.21 -0.40
H 3.30664 -1.90024 0.58568 0.94 0.67 -0.56
I 4.54778 -1.02150 -0.12344 -0.95 -0.66 0.55
Si 0.11064 -0.67981 -0.49844 0.14 -0.21 0.29
C -1.16514 0.61983 -0.80257 -0.21 -0.54 0.38
H -0.75878 0.84743 1.51781 0.23 0.58 -0.65
H -0.93181 1.60702 -0.82555 1.32 2.97 -1.08
H -2.04273 0.48986 -1.43907 -0.14 -0.47 0.63
```
Positions in Å, forces in eV/Å.

***

(4)
The following is a quantum chemistry calculation of C2H5InO as an isolated structure at a distorted geometry, from OMol25.

Properties
- Kohn-Sham gap: 6.45 eV
- Relative energy (zero: lowest compared OMol25 entry of this formula, charge and spin): 4.2 kcal per mole
- Highest occupied orbital energy: -20.594 eV
- Charge: +2

```
9
Properties=species:S:1:pos:R:3:forces:R:3
H -0.19313 0.39800 -1.24731 0.80 0.76 0.48
O 0.35803 -1.10025 -0.30524 0.85 0.21 -0.59
H 1.12305 1.17672 0.83967 -0.01 -0.44 0.12
C -0.39447 -0.11138 -0.20186 -2.63 -1.88 1.04
In 1.21196 -3.60618 -2.06506 0.18 -0.45 -0.20
H -0.34758 2.01229 0.55668 -0.67 -0.30 -0.02
C 0.04062 1.03027 0.81886 1.75 1.90 -0.42
H -1.46443 -0.37741 -0.14667 0.00 0.36 -0.17
H -0.33405 0.57793 1.75094 -0.26 -0.15 -0.25
```
Positions in Å, forces in eV/Å.

***

(5)
The following is a quantum chemistry calculation of C2H5KO as an isolated structure at a distorted geometry, from OMol25.

Properties
- Kohn-Sham gap: 6.20 eV
- Relative energy (zero: lowest compared OMol25 entry of this formula, charge and spin): 0.1 kcal per mole
- Highest occupied orbital energy: -6.901 eV

```
9
Properties=species:S:1:pos:R:3:forces:R:3
O 3.18125 1.61803 3.16393 -0.36 -0.16 -1.39
H 3.88945 3.54171 5.16658 0.07 1.04 0.43
C 4.21641 2.52706 5.07821 1.73 -0.18 -1.03
H 5.15768 2.36818 5.64536 -0.38 0.35 -0.30
H 3.44498 1.95963 5.56173 -0.32 -0.83 -0.23
H 4.44750 3.31727 3.05677 -0.27 -0.08 -0.15
K 1.99102 3.64638 2.73558 0.01 -0.20 -0.02
H 5.31891 1.83399 3.15171 -0.93 -0.27 0.46
C 4.30970 2.25307 3.47347 0.45 0.34 2.22
```
Positions in Å, forces in eV/Å.

***

(6)
The following is a quantum chemistry calculation of C2H5MgO3Yb as an isolated structure at a distorted geometry, from OMol25.

Properties
- Multiplicity: 3
- Kohn-Sham gap (spin up / spin down): 5.21 / 7.78 eV
- Relative energy (zero: lowest compared OMol25 entry of this formula, charge and spin): 2.8 kcal per mole
- Highest occupied orbital energy (spin up / spin down): -10.160 / -13.788 eV
- Charge: +1

```
12
Properties=species:S:1:pos:R:3:forces:R:3
C -1.14151 -0.17282 0.79063 -1.07 -0.30 -0.09
O 0.07622 -0.00771 -1.30325 1.30 -0.13 0.50
H -1.53086 1.19022 -0.87571 0.04 -0.26 0.00
C -1.20064 0.14117 -0.73651 -0.74 0.53 0.10
O 2.69674 -0.11198 0.05345 0.22 -0.29 -0.16
Mg 1.15602 -1.23908 -0.20031 -0.82 0.16 -0.14
H -1.76345 0.54574 1.35347 0.35 -0.19 -0.12
Yb 1.46960 1.53602 0.26786 -1.88 -0.54 0.04
H -1.56957 -1.16748 1.01847 0.13 0.27 -0.14
H -1.96946 -0.48055 -1.22911 0.38 0.17 0.08
O 0.20679 -0.15422 1.19169 1.61 0.76 0.01
H 3.57011 -0.07931 -0.33069 0.48 -0.18 -0.08
```
Positions in Å, forces in eV/Å.